A 2-piece molecular cluster, C2H5FN2O3 overall at a distorted geometry. Source: the OMol25 dataset; level of theory: ωB97M-V/def2-TZVPD.

Output
Structure (SMILES): [H]/N=C(\F)CO.O=NO
E_LUMO in eV: 0.119
Kohn-Sham gap in eV: 10.5
Relative energy (zero: lowest compared OMol25 entry of this formula, charge and spin) in kJ/mol: 12.8
Largest force on an atom in eV/Å: 4.0

Last column: Mulliken charge in e.
CARTESIAN COORDINATES (ANGSTROEM)
H: -2.924 0.099 0.696  0.2718
N: -2.104 -0.131 0.144  -0.6077
C: -1.346 0.834 -0.058  0.5606
F: -1.818 2.101 0.117  -0.2468
C: 0.094 0.786 -0.361  -0.2735
O: 0.549 -0.422 -1.024  -0.5465
H: 0.799 0.932 0.479  0.3055
H: 0.340 1.620 -1.002  0.3065
H: -0.010 -1.056 -0.663  0.2940
O: 3.752 0.593 1.503  -0.4212
N: 2.839 0.275 0.747  0.2565
O: 3.249 -0.285 -0.396  -0.3173
H: 2.572 -0.542 -1.066  0.4179

C2H5HoO2 as an isolated structure at a distorted geometry. Source: the OMol25 dataset; level of theory: ωB97M-V/def2-TZVPD.

Output
<S²>: 8.7588
E_LUMO (spin up / spin down) in eV: -6.613 / -6.561
Kohn-Sham gap (spin up / spin down) in eV: 5.2 / 7.2
Relative energy (zero: lowest compared OMol25 entry of this formula, charge and spin) in kJ/mol: 39.3
2S+1: 6
Total charge: +1
Largest force on an atom in eV/Å: 5.4

Last column: Löwdin spin population.
CARTESIAN COORDINATES (ANGSTROEM)
C: 0.696 0.681 -1.556  0.0365
C: 2.040 -0.037 -1.369  0.0017
O: 2.260 -0.369 -0.031  -0.0172
Ho: 0.482 -0.799 1.036  4.1033
H: 0.756 1.710 -1.158  0.0014
H: 0.458 0.773 -2.629  0.0211
H: 2.835 0.627 -1.763  0.0000
H: 2.040 -0.944 -2.010  0.0000
O: -0.347 -0.046 -0.911  0.1446
H: -1.789 0.029 -2.182  0.7085